{
  "formula": "C29H49Cl3GdN3O3Si",
  "method": "the ωB97M-V functional and the def2-TZVPD basis",
  "s_squared": 16.046,
  "gap_ev": [6.978, 6.319],
  "lumo_energy_ev": [-0.448, -0.463],
  "multiplicity": 8,
  "largest_force_ha_per_bohr": 0.050,
  "de_lowest_kj_mol": 37.2,
  "species": ["C", "C", "H", "H", "H", "C", "C", "H", "H", "H", "H", "Gd", "Cl", "Cl", "H", "H", "C", "C", "N", "H", "C", "O", "H", "H", "H", "H", "H", "H", "C", "C", "N", "H", "C", "O", "H", "H", "H", "H", "O", "C", "C", "C", "H", "C", "H", "C", "H", "C", "C", "H", "H", "H", "Si", "Cl", "C", "C", "C", "H", "H", "H", "H", "H", "H", "H", "H", "H", "C", "N", "C", "C", "C", "C", "C", "C", "C", "C", "H", "H", "H", "H", "H", "H", "H", "H", "H", "H", "H", "H", "H"],
  "xyz": [[-1.488495, -2.297785, -3.999269], [-1.061228, -3.142101, -2.836557], [-1.528713, -2.876371, -4.928481], [-0.825503, -1.425086, -4.151513], [-2.493759, -1.901243, -3.785817], [-0.447367, -4.331389, -2.946880], [-0.169176, -5.019588, -4.234422], [-0.117020, -4.876928, -2.062574], [-0.125435, -4.335890, -5.091518], [-0.929305, -5.784771, -4.447857], [0.788308, -5.549024, -4.153499], [-0.178777, 0.630632, -0.515772], [-2.619233, 1.195815, -0.988268], [1.429632, 1.886917, -1.999986], [0.845121, 5.093903, 3.245484], [-1.431895, 6.045443, 2.563960], [1.035201, 4.839363, 2.194922], [-1.162431, 5.802747, 1.526311], [-0.234434, 4.674938, 1.493613], [1.616767, 3.918161, 2.128599], [-0.592094, 3.513897, 0.955808], [0.097625, 2.457116, 1.016312], [-2.069880, 5.536555, 0.972813], [-1.548944, 3.526611, 0.415432], [1.593221, 5.671031, 1.745347], [-0.701626, 6.691196, 1.071695], [1.448914, -1.322504, -2.992771], [2.345585, -4.081348, -1.661006], [2.506013, -1.262626, -2.685100], [3.187551, -3.379998, -1.553576], [2.711993, -2.001861, -1.442286], [2.770196, -0.209815, -2.549836], [2.492743, -1.461516, -0.236360], [2.091142, -0.289570, -0.039484], [3.750388, -3.645528, -0.649303], [2.704219, -2.149696, 0.603830], [3.124515, -1.722116, -3.462992], [3.835059, -3.475162, -2.433947], [-0.450839, -1.412342, -1.327337], [-1.290790, -2.494636, -1.480134], [0.154512, -3.717084, 0.196780], [-1.111189, -3.485197, -0.331590], [0.984172, -3.131746, -0.205328], [0.329590, -4.647095, 1.222606], [-2.339580, -2.141692, -1.458886], [-2.223475, -4.159496, 0.168433], [1.316417, -4.799142, 1.663085], [-0.768289, -5.401869, 1.654124], [-2.044199, -5.135060, 1.142904], [-3.212470, -3.919370, -0.237683], [-0.650303, -6.177942, 2.411263], [-2.913002, -5.692705, 1.495209], [-0.581645, 3.800411, -4.350335], [-1.118349, 1.742252, -4.340885], [1.229716, 4.246461, -4.076270], [-1.631770, 4.460090, -2.948951], [-0.960863, 4.493500, -6.065540], [1.725395, 3.550869, -3.380057], [1.280649, 5.247367, -3.620621], [1.822595, 4.257490, -5.001186], [-0.196005, 4.193713, -6.798605], [-0.972672, 5.593782, -6.016839], [-1.928397, 4.152358, -6.453756], [-1.551179, 3.820738, -2.061390], [-2.691297, 4.476977, -3.239203], [-1.341696, 5.481136, -2.683726], [3.318602, -1.321387, 3.479242], [2.935297, 0.070205, 3.824257], [4.118451, 0.969079, 3.765995], [1.780741, 0.625841, 3.009940], [0.588450, -0.279722, 3.074198], [0.309290, -1.017945, 4.255753], [-0.705820, -1.976341, 4.264360], [-1.543710, -2.090238, 3.159249], [-1.348832, -1.245777, 2.042490], [-0.245426, -0.436146, 1.992838], [3.514027, -1.381868, 2.405559], [2.526708, -2.011055, 3.774930], [4.232466, -1.549830, 4.037405], [2.598509, 0.068250, 4.796297], [4.448480, 1.047666, 2.723535], [3.832427, 1.951890, 4.153432], [4.910906, 0.531697, 4.383169], [1.571242, 1.621306, 3.428711], [2.134216, 0.747972, 1.980095], [0.904592, -0.875121, 5.164237], [-0.849770, -2.615739, 5.136822], [-2.350453, -2.822335, 3.157362], [-2.080707, -1.250983, 1.227890]],
  "forces_ev_per_angstrom": [[-0.219, 0.145, -0.148], [0.628, -0.565, 0.334], [-0.051, 0.237, 0.159], [-0.256, -0.364, 0.175], [0.271, -0.004, -0.189], [-0.424, 0.661, -0.006], [0.296, -0.362, -0.450], [-0.312, 0.174, -0.061], [0.051, -0.245, 0.219], [0.120, 0.108, -0.005], [-0.090, 0.053, -0.224], [-0.300, -2.226, 1.014], [-0.721, 0.406, 0.137], [0.754, 0.595, -0.269], [0.040, -0.113, -0.127], [0.045, -0.093, -0.227], [-0.181, 0.180, -0.036], [0.107, -0.033, -0.092], [0.065, 0.294, 0.338], [-0.166, 0.159, -0.081], [0.954, -1.667, -0.114], [-0.996, 2.343, 0.235], [0.233, 0.119, 0.124], [0.045, -0.081, 0.119], [-0.067, -0.226, 0.045], [-0.126, -0.251, 0.065], [0.317, 0.049, 0.205], [0.207, 0.183, -0.057], [-0.418, 0.099, -0.195], [-0.253, -0.099, 0.178], [0.505, -0.105, 0.490], [-0.087, -0.262, 0.013], [-0.319, 1.279, -0.739], [1.012, -1.859, 0.101], [-0.099, -0.020, -0.253], [0.026, 0.136, -0.205], [-0.044, 0.139, 0.192], [-0.103, 0.075, 0.336], [0.521, 0.595, 0.035], [0.099, 0.169, 0.400], [-0.032, -0.042, 0.324], [-0.406, 0.239, -0.379], [-0.553, -0.342, 0.241], [-0.307, -0.104, -0.295], [-0.055, -0.202, 0.018], [0.373, -0.085, -0.052], [-0.211, -0.077, -0.111], [-0.136, 0.215, 0.122], [0.034, -0.133, 0.051], [0.337, -0.184, 0.187], [0.026, 0.237, -0.141], [0.279, 0.064, 0.028], [0.334, -0.264, -0.105], [0.376, 0.655, -0.366], [0.304, -0.348, 0.172], [-0.279, 0.212, -0.118], [-0.360, -0.096, 0.022], [-0.298, 0.527, -0.434], [-0.096, -0.125, -0.180], [-0.298, 0.061, 0.075], [-0.142, 0.054, 0.346], [0.020, -0.252, -0.036], [0.115, 0.133, 0.112], [0.066, 0.021, -0.253], [0.193, -0.056, 0.083], [0.019, -0.005, -0.010], [0.285, -0.332, 0.054], [-0.089, 0.354, 0.383], [0.101, 0.061, 0.029], [-0.120, 0.266, -0.223], [-0.415, -1.094, 1.319], [0.155, 0.176, -0.461], [0.165, 0.253, 0.100], [-0.177, 0.350, -0.653], [-0.772, -1.170, 1.195], [0.374, 1.526, -2.023], [-0.115, 0.102, 0.210], [0.071, 0.201, -0.240], [-0.163, -0.033, -0.159], [0.167, -0.136, -0.339], [-0.124, -0.011, 0.277], [0.094, -0.200, -0.163], [-0.142, 0.215, -0.167], [0.133, -0.201, -0.033], [-0.098, -0.136, 0.150], [-0.137, -0.128, -0.011], [-0.003, 0.239, -0.196], [0.148, 0.140, 0.035], [0.294, -0.168, 0.177]],
  "lowdin_charge": [-0.04, -0.23, 0.07, 0.07, 0.09, -0.12, -0.11, 0.10, 0.06, 0.08, 0.07, 0.92, -0.17, 0.02, 0.09, 0.09, -0.02, -0.03, -0.17, 0.08, -0.28, -0.20, 0.10, 0.11, 0.10, 0.09, 0.08, 0.08, -0.04, -0.04, -0.16, 0.03, -0.32, -0.19, 0.09, 0.13, 0.09, 0.09, -0.40, -0.41, -0.05, -0.20, 0.07, -0.08, 0.13, -0.04, 0.09, -0.10, -0.10, 0.12, 0.09, 0.10, 0.16, 0.25, -0.25, -0.23, -0.23, -0.11, 0.03, 0.03, 0.03, 0.03, 0.02, -0.02, 0.04, 0.02, 0.02, -0.19, 0.00, -0.09, -0.27, -0.09, -0.10, -0.07, -0.12, -0.12, 0.10, 0.10, 0.10, 0.16, 0.12, 0.11, 0.10, 0.13, 0.11, 0.09, 0.10, 0.10, 0.09]
}